Arrangement a

The following is a quantum chemistry calculation of an isolated molecule of C2H5N3O2, from the Open Molecules 2025 dataset.

## Properties
**E_HOMO**: -9.2 eV
**LUMO level**: 0.06 eV
**Orbital gap**: 9.27 eV

Geometry as XYZ:
```
12
Properties=species:S:1:pos:R:3:nbo_charge:R:1
N 1.918 -0.322 -0.227 -0.5979
N 0.635 0.234 -0.085 -0.1865
N 0.602 0.782 1.227 -0.6615
C -0.557 -0.585 -0.649 0.5479
O -0.319 -1.572 -1.290 -0.5253
C -1.774 0.228 -0.527 0.3506
O -2.679 0.305 0.254 -0.4482
H 1.715 -0.903 -1.102 0.3599
H 1.961 -1.003 0.474 0.3257
H 0.086 1.669 1.334 0.3671
H 0.040 0.156 1.922 0.3393
H -1.628 1.011 -1.332 0.1289
```

Arrangement b

The following is a quantum chemistry calculation of a cluster of 2 separate species, C2H5N3O2 in total, from the Open Molecules 2025 dataset.

## Properties
**E_HOMO**: -9.9 eV
**LUMO level**: 0.73 eV
**Orbital gap**: 10.65 eV

Geometry as XYZ:
```
12
Properties=species:S:1:pos:R:3:nbo_charge:R:1
O -1.131 1.028 0.517 -0.6342
C 0.115 0.410 0.241 0.3722
C 1.121 1.003 -0.323 -0.1663
N 2.108 0.083 -0.541 -0.1734
N 1.608 -0.956 0.033 -0.1534
N 0.355 -0.827 0.589 -0.3396
H -1.596 0.356 0.885 0.4661
H 1.138 2.028 -0.538 0.2236
H 2.262 -1.605 0.377 0.4004
O -2.884 -0.469 -0.598 -0.9046
H -3.462 -0.787 0.084 0.4554
H -2.138 -1.036 -0.235 0.4537
```

Arrangement c

The following is a quantum chemistry calculation of a cluster of 2 separate species, C2H5N3O2 in total, from the Open Molecules 2025 dataset.

## Properties
**E_HOMO (spin up / spin down)**: -8.3 / -8.3 eV
**LUMO level (spin up / spin down)**: 0.04 / 0.04 eV
**Orbital gap (spin up / spin down)**: 8.31 / 8.31 eV

Geometry as XYZ:
```
12
Properties=species:S:1:pos:R:3:nbo_charge:R:1
N -0.932 -0.404 0.802 -0.3447
C 1.465 -0.590 0.282 0.9379
N -1.363 -0.879 -0.418 -0.6810
N 1.463 0.213 -0.690 -0.8531
C -0.617 0.872 0.839 0.3331
O 1.832 -1.425 1.000 -0.4274
O -0.516 1.640 -0.194 -0.7571
H -1.982 -1.662 -0.278 0.3694
H -1.729 -0.166 -1.044 0.3629
H 0.548 1.000 -0.708 0.4697
H 2.161 0.160 -1.417 0.4404
H -0.330 1.240 1.827 0.1499
```

Arrangement d

The following is a quantum chemistry calculation of an isolated molecule of C2H5N3O2, from the Open Molecules 2025 dataset.

## Properties
**E_HOMO**: -9.6 eV
**LUMO level**: 0.52 eV
**Orbital gap**: 10.12 eV

Geometry as XYZ:
```
12
Properties=species:S:1:pos:R:3:nbo_charge:R:1
H 2.675 0.038 0.867 0.3501
N 1.646 0.155 0.841 -0.7654
C 1.295 -0.616 -0.209 0.2777
N -0.002 -0.842 -0.509 -0.6635
C -1.396 -0.282 0.075 0.7894
O -2.460 -0.988 0.384 -0.6081
N -1.304 1.037 0.234 -0.3550
O -0.350 1.601 -0.584 -0.5437
H 1.718 -1.480 -0.743 0.1734
H 0.021 -1.874 -1.069 0.4177
H -2.085 1.635 0.445 0.4076
H 0.242 1.614 0.269 0.5199
```

Stability check: which of them is least stable? arrangement d.

Arrangement a

The following is a quantum chemistry calculation of an isolated molecule of C2H5N3O2, from the Open Molecules 2025 dataset.

## Properties
**E_HOMO (spin up / spin down)**: -7.8 / -7.8 eV
**LUMO level (spin up / spin down)**: 0.34 / 0.34 eV
**Orbital gap (spin up / spin down)**: 8.19 / 8.19 eV

Geometry as XYZ:
```
12
Properties=species:S:1:pos:R:3:nbo_charge:R:1
C -0.074 -0.470 -0.020 0.3917
C -1.383 0.076 0.442 -0.3790
N -2.367 -1.052 0.611 0.1776
N -0.110 -1.694 -0.436 -0.1207
N 1.068 0.272 0.018 -0.7982
O -3.403 -0.887 -0.003 -0.3567
O -1.199 -2.394 -0.418 -0.5243
H -1.282 0.527 1.433 0.2303
H -1.758 0.833 -0.267 0.2128
H 0.726 -2.173 -0.783 0.3683
H 0.964 1.268 0.111 0.4035
H 1.864 -0.037 -0.518 0.3945
```

Arrangement b

The following is a quantum chemistry calculation of an isolated molecule of C2H5N3O2, from the Open Molecules 2025 dataset.

## Properties
**E_HOMO**: -9.9 eV
**LUMO level**: 0.86 eV
**Orbital gap**: 10.77 eV

Geometry as XYZ:
```
12
Properties=species:S:1:pos:R:3:nbo_charge:R:1
H 2.131 -2.078 0.398 0.3565
N 1.409 -1.298 0.287 -0.6847
C 1.114 -0.694 1.373 0.2552
N 0.305 0.388 1.326 -0.3287
O 0.132 1.036 0.100 -0.3603
C -0.769 0.366 -0.671 0.8719
N -0.753 0.835 -1.961 -0.8275
O -1.498 -0.548 -0.294 -0.6300
H 1.325 -0.932 2.520 0.1711
H -0.550 0.243 1.748 0.3817
H 0.091 1.273 -2.043 0.3751
H -0.865 0.089 -2.844 0.4197
```

Arrangement c

The following is a quantum chemistry calculation of a cluster of 2 separate species, C2H5N3O2 in total, from the Open Molecules 2025 dataset.

## Properties
**E_HOMO (spin up / spin down)**: -8.8 / -7.0 eV
**LUMO level (spin up / spin down)**: 0.15 / -0.23 eV
**Orbital gap (spin up / spin down)**: 8.94 / 6.77 eV

Geometry as XYZ:
```
12
Properties=species:S:1:pos:R:3:nbo_charge:R:1
C 0.077 0.913 -0.192 0.4608
C -0.325 -0.502 -0.164 0.4411
N -0.635 1.935 -0.347 -0.7252
N 1.887 -0.456 0.235 -0.0114
N -1.581 -0.883 -0.437 -0.7919
O 1.484 0.874 -0.174 -0.3715
O 0.730 -1.317 -0.320 -0.3856
H -0.121 -0.516 2.119 -0.2199
H -0.395 2.894 -0.141 0.3901
H 2.744 -0.823 -0.313 0.3665
H -2.266 -0.211 0.045 0.4406
H -1.599 -1.907 -0.311 0.4062
```

Stability check: which of them is least stable? arrangement c.

Arrangement a

The following is a quantum chemistry calculation of an isolated molecule of C2H5N3O2, from the Open Molecules 2025 dataset.

## Properties
**E_HOMO**: -8.7 eV
**LUMO level**: 1.00 eV
**Orbital gap**: 9.66 eV

Geometry as XYZ:
```
12
Properties=species:S:1:pos:R:3:nbo_charge:R:1
N 1.501 -0.133 0.846 -0.0636
O 0.228 -0.126 1.550 -0.3869
C -0.736 -0.009 0.667 0.1854
N -0.690 1.249 -0.073 -0.4837
N -0.315 0.578 -1.329 -0.5064
C -0.082 -0.662 -0.682 0.1779
O 1.156 -1.039 -0.202 -0.3904
H 2.167 -0.677 1.361 0.3469
H -1.711 -0.475 0.959 0.2009
H -1.596 1.684 -0.130 0.3462
H 0.434 1.203 -1.865 0.3826
H -0.357 -1.594 -1.103 0.1911
```

Arrangement b

The following is a quantum chemistry calculation of an isolated molecule of C2H5N3O2, from the Open Molecules 2025 dataset.

## Properties
**E_HOMO**: -8.7 eV
**LUMO level**: 0.91 eV
**Orbital gap**: 9.65 eV

Geometry as XYZ:
```
12
Properties=species:S:1:pos:R:3:nbo_charge:R:1
N -0.260 -0.206 1.572 -0.8525
C -0.602 -0.942 0.381 0.6399
O -1.579 -1.584 0.123 -0.5283
C 0.339 -0.075 -0.450 0.2818
N 1.475 -0.726 -0.863 -0.7942
N 0.019 1.055 -0.984 -0.2218
O -1.064 1.697 -0.329 -0.5834
H 0.558 0.311 1.830 0.4137
H -1.012 -0.062 2.235 0.3907
H 1.353 -1.708 -1.053 0.3865
H 1.975 -0.243 -1.599 0.3896
H -1.203 2.484 -0.864 0.4779
```

Stability check: which of them is least stable? arrangement a.

Arrangement a

The following is a quantum chemistry calculation of a cluster of 2 separate species, C4H13N2P in total, from the Open Molecules 2025 dataset.

## Properties
**E_HOMO**: -8.6 eV
**LUMO level**: 1.02 eV
**Orbital gap**: 9.61 eV

Geometry as XYZ:
```
20
Properties=species:S:1:pos:R:3:nbo_charge:R:1
C -3.120 -0.135 1.112 -0.4013
C -2.376 -0.205 -0.001 -0.0080
C -2.168 -1.431 -0.804 -0.6477
C -1.692 0.993 -0.498 -0.6633
H -3.202 0.760 1.666 0.1881
H -3.689 -0.932 1.476 0.1909
H -1.158 -1.724 -0.962 0.2236
H -2.617 -2.452 -0.412 0.2154
H -2.451 -1.385 -1.917 0.2193
H -1.199 1.705 0.226 0.2316
H -2.475 1.749 -0.874 0.2245
H -0.944 0.868 -1.361 0.2223
N 3.455 1.551 -0.364 -1.1689
P 2.501 0.333 0.241 0.8962
N 3.700 -0.930 0.816 -1.1472
H 4.403 1.821 -0.063 0.3904
H 3.572 1.501 -1.373 0.3800
H 2.225 0.954 1.456 -0.0891
H 3.768 -1.680 -0.017 0.3735
H 3.465 -1.362 1.654 0.3698
```

Arrangement b

The following is a quantum chemistry calculation of a cluster of 2 separate species, C4H13N2P in total, from the Open Molecules 2025 dataset.

## Properties
**E_HOMO**: -8.7 eV
**LUMO level**: 1.14 eV
**Orbital gap**: 9.83 eV

Geometry as XYZ:
```
20
Properties=species:S:1:pos:R:3:nbo_charge:R:1
C -2.245 1.519 0.473 -0.9508
P -0.563 0.713 0.330 0.9559
C -0.615 0.455 -1.501 -0.9458
N 0.491 2.054 0.338 -1.1542
H -3.009 0.768 0.285 0.2266
H -2.384 1.902 1.483 0.2251
H -2.359 2.334 -0.243 0.2080
H -0.726 1.406 -2.022 0.2121
H 0.308 -0.030 -1.809 0.2478
H -1.452 -0.197 -1.748 0.2238
H 0.111 2.913 -0.045 0.3707
H 0.904 2.227 1.244 0.3831
C 2.260 -1.018 0.211 -0.0610
N 1.539 -1.886 -0.329 -0.3956
C 0.794 -2.798 0.476 -0.4405
H 2.386 -0.900 1.294 0.1381
H 2.808 -0.335 -0.422 0.1738
H 1.004 -2.708 1.549 0.1682
H -0.265 -2.608 0.299 0.2089
H 1.016 -3.811 0.136 0.2058
```

Stability check: which of them is least stable? arrangement a.

Arrangement a

The following is a quantum chemistry calculation of a cluster of 4 separate species, C9H25N3O4 in total, from the Open Molecules 2025 dataset.

## Properties
**E_HOMO**: -17.4 eV
**LUMO level**: -6.66 eV
**Charge**: +2
**Orbital gap**: 10.73 eV

Geometry as XYZ:
```
41
Properties=species:S:1:pos:R:3:nbo_charge:R:1
C -23.109 -35.253 6.357 -0.7431
C -23.255 -34.045 7.220 0.6993
O -24.067 -34.050 8.035 -0.4458
N -22.365 -32.850 6.955 -0.6583
H -21.434 -33.046 6.621 0.4211
H -23.105 -32.609 6.144 0.4909
C -22.422 -31.740 8.020 -0.4755
H -23.186 -35.102 5.304 0.2401
H -23.536 -36.003 6.988 0.3033
H -21.958 -35.440 6.398 0.2473
H -23.458 -31.368 8.199 0.2623
H -21.692 -30.875 7.963 0.2640
H -21.987 -32.208 9.071 0.2646
C -25.791 -31.278 2.779 -0.7181
C -26.659 -31.920 3.932 0.6952
O -27.882 -31.716 3.915 -0.4022
N -25.815 -32.896 4.727 -0.6305
H -25.253 -33.515 4.036 0.4458
H -24.979 -32.389 4.918 0.4671
C -26.430 -33.548 5.925 -0.4413
H -24.712 -31.408 2.902 0.2075
H -26.020 -30.269 2.859 0.2674
H -26.085 -31.751 1.887 0.2676
H -27.473 -33.995 5.686 0.2878
H -26.287 -32.993 6.815 0.2493
H -25.823 -34.544 5.948 0.2201
C -20.584 -29.966 4.541 -0.7738
C -20.521 -31.200 3.560 0.6955
O -19.770 -31.280 2.648 -0.4154
N -21.419 -32.409 3.926 -0.5845
H -20.778 -32.761 4.620 0.4073
H -22.289 -32.187 4.203 0.4627
C -21.661 -33.445 2.865 -0.4060
H -19.423 -29.646 4.811 0.3020
H -21.022 -30.200 5.508 0.2356
H -20.795 -29.040 3.874 0.3193
H -22.360 -34.111 3.107 0.2079
H -20.680 -33.711 2.835 0.2377
H -22.125 -33.080 1.972 0.2511
O -23.534 -31.668 5.038 -1.1988
H -24.022 -30.924 5.050 0.4736
```

Arrangement b

The following is a quantum chemistry calculation of a cluster of 4 separate species, C9H25N3O4 in total, from the Open Molecules 2025 dataset.

## Properties
**E_HOMO**: -17.4 eV
**LUMO level**: -6.73 eV
**Charge**: +2
**Orbital gap**: 10.62 eV

Geometry as XYZ:
```
41
Properties=species:S:1:pos:R:3:nbo_charge:R:1
C -1.224 -2.234 -1.987 -0.7600
C -0.376 -2.633 -0.885 0.6934
O -0.781 -3.456 -0.015 -0.4309
N 0.931 -1.830 -0.802 -0.6466
H 1.285 -1.417 -1.727 0.4314
H 0.645 -1.018 -0.209 0.4803
C 1.962 -2.511 0.123 -0.3985
H -2.045 -1.519 -1.734 0.2778
H -1.625 -2.958 -2.766 0.3229
H -0.417 -1.889 -2.632 0.2012
H 1.825 -2.569 1.136 0.2502
H 2.726 -1.898 -0.057 0.1994
H 2.143 -3.622 -0.158 0.2656
C -0.796 1.564 3.246 -0.7240
C -2.186 0.953 2.834 0.7127
O -3.199 1.240 3.411 -0.4209
N -2.205 0.178 1.512 -0.6327
H -2.617 0.777 0.764 0.4313
H -1.226 -0.018 1.108 0.4764
C -3.173 -0.902 1.738 -0.4642
H -1.006 2.044 4.244 0.2879
H -0.449 2.262 2.498 0.2509
H 0.041 1.027 3.272 0.2217
H -4.212 -0.736 2.256 0.2989
H -2.563 -1.715 2.150 0.2340
H -3.530 -1.223 0.717 0.2192
C 3.408 1.265 -1.050 -0.7911
C 2.213 2.187 -1.025 0.6964
O 2.233 3.342 -0.669 -0.4215
N 0.959 1.527 -1.595 -0.6188
H 1.183 0.738 -2.225 0.4130
H 0.612 1.068 -0.671 0.4928
C 0.028 2.373 -2.243 -0.4512
H 4.023 1.730 -1.958 0.3204
H 3.236 0.212 -0.951 0.2153
H 4.210 1.520 -0.176 0.3138
H -0.449 3.230 -1.729 0.2711
H -0.710 1.740 -2.556 0.2151
H 0.361 2.781 -3.187 0.2522
O 0.136 0.190 0.558 -1.1775
H 0.623 0.186 1.448 0.4925
```

Stability check: which of them is least stable? arrangement a.